1.
{
  "formula": "C5H12O2",
  "method": "ωB97M-V with the def2-TZVPD basis set",
  "species": ["C", "O", "C", "C", "C", "C", "O", "H", "H", "H", "H", "H", "H", "H", "H", "H", "H", "H", "H"],
  "positions_angstrom": [[-1.16251, -0.96747, 2.39584], [-0.42521, -0.97677, 1.31540], [-0.39056, -0.05168, 0.39796], [0.42604, -0.27600, -0.83155], [-0.33940, 0.20591, -2.06354], [1.78016, 0.43798, -0.73424], [2.59105, -0.07159, 0.29783], [-1.50251, -0.02439, 2.80604], [-2.71431, -0.73730, 1.06129], [-1.02929, -1.84727, 3.00800], [-2.55680, -0.42384, 0.37033], [-0.77327, 0.92653, 0.67166], [0.63023, -1.34817, -0.92266], [0.25315, 0.05547, -2.97137], [-0.57723, 1.27291, -1.98085], [-1.28151, -0.33754, -2.16936], [2.34352, 0.29341, -1.66036], [1.60162, 1.52057, -0.61360], [2.05306, -0.08243, 1.09943]]
}



2.
{
  "formula": "C5H12O2",
  "method": "ωB97M-V with the def2-TZVPD basis set",
  "species": ["C", "C", "O", "C", "C", "O", "C", "H", "H", "H", "H", "H", "H", "H", "H", "H", "H", "H", "H"],
  "positions_angstrom": [[1.01550, 0.89400, -0.22532], [2.05927, -0.16051, 0.00188], [1.68536, -1.41247, -0.58534], [0.41205, -1.77602, -0.17131], [-0.66390, -0.82951, -0.58489], [-1.35569, 0.55214, 0.79324], [-2.28546, 1.43548, 0.20791], [-0.36614, 0.79628, 0.47120], [0.99505, 1.25345, -1.25907], [1.19468, 1.74875, 0.44063], [2.21759, -0.31079, 1.08345], [3.03225, 0.06828, -0.44893], [0.17989, -2.72957, -0.67078], [0.35514, -1.95382, 0.91712], [-0.56253, -0.39334, -1.57173], [-1.66415, -1.19270, -0.36331], [-3.23367, 0.90776, 0.06017], [-1.93263, 1.81451, -0.76370], [-2.46893, 2.29043, 0.86813]]
}



3.
{
  "formula": "C5H12O2",
  "method": "ωB97M-V with the def2-TZVPD basis set",
  "smiles": "CC[C@@H](O)[C@@H](C)O",
  "species": ["C", "C", "C", "O", "C", "C", "O", "H", "H", "H", "H", "H", "H", "H", "H", "H", "H", "H", "H"],
  "positions_angstrom": [[2.37777, 0.16922, 1.06723], [0.94504, 0.67928, 0.86774], [0.19703, -0.29667, -0.05868], [0.32780, -1.59889, 0.48048], [-1.30898, 0.02082, -0.39444], [-1.53568, 0.49311, -1.82921], [-2.09832, -1.15838, -0.28808], [2.35637, -0.83135, 1.50642], [2.88611, 0.07724, 0.09969], [2.98186, 0.81896, 1.70808], [0.43219, 0.73120, 1.84244], [0.95107, 1.70274, 0.46848], [0.75130, -0.33448, -1.00514], [-0.13512, -1.59766, 1.32909], [-1.69136, 0.78670, 0.30064], [-1.04937, -0.19287, -2.53158], [-2.61156, 0.45289, -2.02757], [-1.18141, 1.51047, -2.02367], [-2.51864, -1.19215, 0.57534]]
}



4.
{
  "formula": "C5H12O2",
  "method": "ωB97M-V with the def2-TZVPD basis set",
  "smiles": "CC[C@@H](O)CCO",
  "species": ["C", "C", "C", "O", "C", "C", "O", "H", "H", "H", "H", "H", "H", "H", "H", "H", "H", "H", "H"],
  "positions_angstrom": [[-0.98066, -1.59997, 1.69510], [-1.48289, -0.37676, 0.92763], [-0.16524, 0.00299, 0.22487], [0.51872, -1.24925, -0.28838], [-0.24061, 0.83051, -1.02257], [1.10123, 1.48378, -1.29445], [2.15354, 0.52768, -1.20534], [-1.64680, -2.45164, 1.60927], [-0.05370, -1.88706, 1.10631], [-0.74173, -1.35067, 2.73322], [-1.89451, 0.43312, 1.56875], [-2.29281, -0.60038, 0.22019], [0.44978, 0.46131, 1.02233], [1.48460, -1.13669, -0.27202], [-1.01540, 1.60371, -0.97948], [-0.51072, 0.11684, -1.80870], [1.25507, 2.27168, -0.54082], [1.08171, 1.94264, -2.28796], [2.98040, 0.97816, -1.40796]]
}



5.
{
  "formula": "C5H12O2",
  "method": "ωB97M-V with the def2-TZVPD basis set",
  "smiles": "C=C(O)[C@H](O)CC.[H][H]",
  "species": ["C", "C", "C", "O", "C", "C", "O", "H", "H", "H", "H", "H", "H", "H", "H", "H", "H", "H", "H"],
  "positions_angstrom": [[-1.08263, -1.14067, 2.05965], [-0.10268, -0.93015, 0.90527], [-0.34817, 0.43032, 0.23686], [-0.28559, 1.48794, 1.18819], [0.59869, 0.77926, -0.89022], [0.25175, 1.48690, -1.96118], [1.86343, 0.33756, -0.63954], [-1.02569, -0.29717, 2.75327], [-2.11469, -1.19782, 1.69365], [-0.87370, -2.06168, 2.61390], [0.93061, -0.96721, 1.27273], [-0.19745, -1.73762, 0.16623], [-1.37246, 0.44462, -0.15404], [0.64065, 1.54639, 1.46274], [0.37679, -1.54638, -2.16009], [0.96965, 1.75714, -2.73396], [0.09317, -0.90189, -2.40940], [-0.76506, 1.84579, -2.06293], [2.44338, 0.66466, -1.34113]]
}



6.
{
  "formula": "C5H12O2",
  "method": "ωB97M-V with the def2-TZVPD basis set",
  "smiles": "CCC(=O)CC.O",
  "species": ["O", "C", "C", "C", "C", "C", "H", "H", "H", "H", "H", "H", "H", "H", "H", "H", "O", "H", "H"],
  "positions_angstrom": [[-0.03366, 2.56800, -1.41837], [1.05660, 2.07062, -1.17004], [0.00000, 0.00000, 0.00000], [2.02111, 4.37873, -1.45110], [1.23814, 0.62005, -0.69043], [2.31893, 2.94032, -1.27154], [-0.77802, -0.26617, -0.73515], [-0.40996, 0.75962, 0.68668], [0.25546, -0.90047, 0.58352], [2.83758, 5.00460, -1.05325], [1.12460, 4.53149, -0.82696], [1.79438, 4.70796, -2.47911], [2.03519, 0.58082, 0.07677], [1.58437, 0.03722, -1.56558], [2.77565, 2.84468, -0.26769], [3.06402, 2.59629, -2.01446], [4.26325, 2.91255, -4.94195], [4.93419, 3.57315, -4.65613], [4.30551, 2.92547, -5.92496]]
}



7.
{
  "formula": "C5H12O2",
  "method": "ωB97M-V with the def2-TZVPD basis set",
  "species": ["C", "C", "C", "O", "C", "C", "O", "H", "H", "H", "H", "H", "H", "H", "H", "H", "H", "H", "H"],
  "positions_angstrom": [[-0.60792, -2.51726, 0.94472], [0.30872, -1.43897, 0.37627], [-0.43158, -0.40391, -0.48407], [-1.53508, 0.14182, 0.24129], [0.43063, 0.69015, -1.04728], [0.18179, 2.69152, -0.66173], [0.93003, 1.47912, 0.25940], [-1.38931, -2.06899, 1.56434], [-1.10595, -3.06940, 0.13854], [-0.05001, -3.23845, 1.55122], [0.81939, -0.91016, 1.19449], [1.09581, -1.89835, -0.23677], [-0.87456, -0.91408, -1.35091], [-1.14106, 0.61751, 0.98542], [1.35506, 0.27732, -1.47173], [0.51561, 3.47078, 0.04236], [0.49669, 2.93984, -1.67230], [-0.89426, 2.56082, -0.61550], [1.89597, 1.59070, 0.24223]]
}



8.
{
  "formula": "C5H12O2",
  "method": "ωB97M-V with the def2-TZVPD basis set",
  "smiles": "CC[C@@H](O)[C@@H](C)O",
  "species": ["C", "C", "C", "O", "C", "C", "O", "H", "H", "H", "H", "H", "H", "H", "H", "H", "H", "H", "H"],
  "positions_angstrom": [[0.48131, -1.83833, 1.74719], [-0.17367, -1.11479, 0.57449], [0.38774, 0.28945, 0.40046], [1.80935, 0.15753, 0.36997], [-0.00999, 0.98036, -0.90569], [-1.38531, 0.69797, -1.48938], [0.19780, 2.37243, -0.67206], [1.55363, -1.93929, 1.57117], [0.34713, -1.27461, 2.67797], [0.05169, -2.83601, 1.88212], [-0.00792, -1.68169, -0.35081], [-1.25827, -1.06271, 0.72901], [0.09151, 0.91378, 1.26028], [2.18425, 1.04163, 0.25287], [0.76388, 0.58994, -1.57790], [-2.17139, 1.02477, -0.80479], [-1.49340, 1.23352, -2.44336], [-1.50844, -0.37131, -1.69325], [0.14010, 2.81737, -1.52830]]
}



9.
{
  "formula": "C5H12O2P2",
  "method": "ωB97M-V with the def2-TZVPD basis set",
  "smiles": "OC[C@@H]1OC[C@H](P)[C@H]1P",
  "species": ["C", "C", "C", "C", "C", "O", "O", "P", "P", "H", "H", "H", "H", "H", "H", "H", "H", "H", "H", "H", "H"],
  "positions_angstrom": [[0.62334, 0.93312, 1.08635], [-0.66061, 0.99403, 0.38298], [-0.46953, -0.22171, -0.54501], [1.01478, -0.25170, -0.81520], [1.51784, -1.70188, -0.79044], [1.61332, 0.56097, 0.16716], [2.92091, -1.53883, -0.93421], [-2.17262, 0.99294, 1.37304], [-1.49392, -0.18044, -2.09430], [0.90304, 1.90886, 1.49801], [0.50307, 0.14096, 1.77222], [-0.65370, 1.98605, -0.17828], [-0.90688, -1.08469, 0.00371], [1.32422, 0.21014, -1.72341], [1.12381, -2.36609, -1.71308], [1.19265, -2.35360, 0.13951], [3.15273, -0.78871, -0.35430], [-2.15904, 2.15165, 2.25053], [-1.52457, 0.14510, 2.22478], [-1.28808, 1.11085, -2.54454], [-2.76556, 0.01744, -1.45783]]
}



10.
{
  "formula": "C5H12O2SSi",
  "method": "ωB97M-V with the def2-TZVPD basis set",
  "smiles": "CO[Si](C)(C)OC(C)=S",
  "species": ["C", "C", "C", "C", "C", "O", "O", "Si", "S", "H", "H", "H", "H", "H", "H", "H", "H", "H", "H", "H", "H"],
  "positions_angstrom": [[1.93187, -0.76792, 0.21826], [3.30149, -0.60799, 0.79228], [-2.34154, -1.12941, 0.90608], [-0.84429, 2.22334, 0.24803], [-0.75070, 0.08592, -2.04941], [1.21786, 0.33572, 0.18278], [-1.02525, -0.66224, 0.81091], [-0.39969, 0.44086, -0.20969], [1.37135, -2.20306, -0.29141], [4.00194, -1.27970, 0.30117], [3.63197, 0.42478, 0.70173], [3.27320, -0.86739, 1.85102], [-3.04164, -0.30159, 1.03531], [-2.60927, -1.68854, 0.00864], [-2.39609, -1.79185, 1.76925], [-1.89994, 2.39942, 0.06688], [-0.65141, 2.43044, 1.29544], [-0.28749, 2.94290, -0.34109], [-1.57579, -0.61274, -2.15814], [-1.01488, 0.98704, -2.59359], [0.10831, -0.35798, -2.54447]]
}



11.
{
  "formula": "C5H12O3",
  "method": "ωB97M-V with the def2-TZVPD basis set",
  "smiles": "C=C(O)/C=C/C.O.O",
  "species": ["C", "C", "C", "O", "C", "C", "H", "H", "H", "H", "H", "H", "H", "H", "H", "H", "O", "H", "H", "O"],
  "positions_angstrom": [[0.11660, 2.81123, -0.40380], [-3.08596, -0.55248, -0.71707], [-2.59976, 0.33062, 0.11575], [-2.60605, 0.11536, 1.45417], [-2.07296, 1.58432, -0.32730], [-0.76135, 1.69569, -0.13747], [-0.18039, 3.86626, -0.16387], [1.13338, 2.60909, -0.16204], [0.02388, 3.21383, -1.36284], [-3.55912, -1.59727, -0.64529], [-3.14858, -0.42729, -1.74921], [-1.67325, 0.22873, 1.73777], [-2.82800, 2.44578, -0.64851], [-0.06264, 0.90527, 0.19760], [2.73153, -3.39880, 1.87018], [3.77256, -4.09520, 0.98976], [2.87503, -3.97423, 1.13393], [3.33400, -1.84056, -0.88396], [4.80073, -1.94915, -0.27110], [3.79034, -1.97121, -0.02669]]
}



12.
{
  "formula": "C5H12O3",
  "method": "ωB97M-V with the def2-TZVPD basis set",
  "smiles": "C=C/C=C/CO.O.O",
  "species": ["C", "C", "C", "O", "C", "C", "H", "H", "H", "H", "H", "H", "H", "H", "H", "H", "O", "H", "H", "O"],
  "positions_angstrom": [[0.32721, 0.66496, -1.53842], [1.32630, 1.06198, -2.28471], [1.20515, 1.01381, 2.36599], [-0.07382, 0.94096, 2.91177], [1.32373, 0.87438, 0.82393], [0.45581, 0.35660, -0.10148], [-0.72184, 0.51706, -1.98008], [2.32370, 1.44610, -1.78033], [1.43926, 1.02953, -3.38833], [1.37773, 2.13232, 2.47668], [1.94003, 0.40877, 2.81611], [-0.48737, 0.17246, 2.48504], [2.33077, 1.19000, 0.37645], [-0.43339, -0.30109, 0.16490], [-2.95131, -1.14224, -2.28721], [-1.57537, -1.81850, -2.17131], [-2.47744, -1.93238, -1.97581], [-1.86275, -1.59393, 0.45951], [-1.51629, -2.91970, 1.20567], [-1.95009, -2.10108, 1.42161]]
}



Calculated total energy
In order: -9470.117; -9469.256; -9474.062; -9473.215; -9472.878; -9474.309; -9468.971; -9474.449; -28049.579; -28189.991; -11518.350; -11518.827
Unit: eV